3 unconnected molecules or ions with the total composition C5H16N2O at a distorted geometry, computed with wB97M-V/def2-TZVPD.

XYZ file:
```
24
Properties=species:S:1:pos:R:3:forces:R:3
H -0.392366 -1.858300 0.854325 -0.254 0.324 -0.094
N -2.344793 -0.047692 -1.166719 0.025 0.007 0.126
H 1.292738 -1.890170 0.989712 0.156 0.033 0.115
N -1.583897 0.475920 -0.083231 0.869 -0.900 0.565
H 2.607311 0.673477 1.386403 -0.001 0.014 0.023
H 1.765945 -1.629838 -1.461720 -0.006 -0.061 -0.001
H -3.005853 0.422761 1.486680 0.025 0.078 -0.042
H 1.932848 -0.092970 -2.330482 -0.004 0.005 -0.010
H -0.589447 1.068483 -0.401999 0.766 -0.005 0.015
H -2.885670 1.978543 0.613495 0.051 -0.085 0.027
C 2.715898 0.232971 0.396996 -0.173 -0.033 -0.075
H 3.188874 -0.743342 0.484413 0.027 -0.019 -0.016
C -2.322382 1.127956 1.004560 -0.044 -0.051 -0.107
H 0.321754 -0.716715 -1.961380 -0.010 -0.024 0.000
H 3.360148 0.887420 -0.196660 -0.021 -0.011 -0.001
C 1.341265 -0.635443 -1.586037 0.137 0.116 0.116
C 0.464888 -1.183236 0.994497 1.475 0.532 -0.709
H -1.595333 1.485296 1.732512 -0.019 0.000 -0.013
C 1.362621 0.161572 -0.287626 -0.765 -1.503 0.723
O 0.736902 1.305453 -0.329878 -1.121 0.433 0.018
H -2.849188 0.712894 -1.612321 0.079 -0.039 0.062
H -3.022822 -0.718855 -0.812042 0.022 0.134 -0.007
H -0.954488 -0.328517 0.317980 -1.002 1.127 -0.732
H 0.455046 -0.687668 1.968522 -0.212 -0.069 0.016
```
Forces are in eV/Å.

lowest unoccupied orbital energy = 0.602 eV
HOMO = -0.28382 hartree
electronic energy = -10468.803 eV
net charge = 0
energy above the lowest of the compared OMol25 structures with the same formula, charge and spin = 3.719 eV

A molecular structure, C23H54BFN3O3Sb at a distorted geometry, computed with wB97M-V/def2-TZVPD.

XYZ file:
```
86
Properties=species:S:1:pos:R:3:forces:R:3
C -2.435804 -1.367769 5.137823 -0.085 0.768 -0.090
C -2.287654 1.147162 6.994271 -0.068 0.010 0.071
N -2.756978 0.071838 4.732721 -0.342 0.006 -0.285
H -1.375647 2.641120 -1.887846 1.984 0.931 0.653
H -0.736450 0.221480 -7.116619 0.861 -0.418 0.993
H -1.233923 2.786629 0.714766 1.032 1.454 -0.997
H 4.232207 -1.653303 -5.683030 -2.203 -0.321 0.780
H -4.829590 -0.450476 4.479142 0.295 0.180 -0.027
N -0.200523 -0.254872 -6.353157 0.007 0.680 -0.639
N 1.431370 1.578560 -2.678257 -1.667 0.910 0.837
O -1.157308 -3.345880 -2.648426 -1.383 0.953 -1.600
H 0.509393 1.118211 -0.644275 0.579 1.096 -1.604
H 2.343060 -0.718769 -1.026342 -1.882 -1.152 -0.987
H -1.702617 1.937012 7.479275 0.072 -0.166 -0.236
H 3.964665 1.945443 -3.313176 1.245 -1.982 1.526
C -1.243460 -0.069223 -2.778064 -3.879 -1.353 2.513
C 0.081942 0.051198 3.142168 0.226 0.017 0.032
C -1.811440 -0.200978 -1.410888 0.631 0.589 -2.432
C -0.387432 3.087569 -1.450910 1.023 0.326 1.775
H -2.528124 1.343483 3.010857 0.001 -0.171 0.262
F 4.395665 -3.634787 -1.464772 -2.055 0.288 1.925
C -3.766174 1.422292 7.204151 -0.116 0.057 0.261
H 1.164616 2.280329 -3.432818 0.306 -1.066 1.488
C 0.302932 0.713814 -5.307136 -0.864 1.101 -1.623
C 1.439332 -1.346323 -1.489654 1.284 -0.512 1.924
H 0.880630 -0.338458 2.502315 -0.175 0.124 0.044
H -2.156119 -3.501598 -2.538564 2.407 0.352 -0.520
H 5.103870 -0.840446 -3.810917 -1.959 0.642 1.305
H 3.786969 1.836664 -0.660690 1.781 -1.279 -1.035
H 2.214538 -3.207896 -2.767742 -0.343 0.796 2.191
H 2.918086 -4.017224 0.181382 1.030 1.106 -1.891
C 1.959052 -2.886475 -1.672974 -0.452 -0.731 1.491
C 0.853063 1.968921 -1.359682 0.158 2.468 0.359
H 5.736002 1.317345 -3.182131 -2.308 -0.635 0.878
H 0.451375 3.666603 0.673727 -2.257 -0.145 -1.231
C 4.160478 -0.430195 -3.200974 1.430 0.510 -1.172
C 3.223885 -3.225868 -0.631588 -0.219 1.295 -0.849
H 5.702349 1.886159 -0.911221 -2.284 -1.092 -0.237
H -2.114348 2.082565 5.055694 -0.041 -0.316 -0.053
H 4.082157 -1.135074 -2.271175 -0.104 1.452 -1.753
H 0.609203 -1.352767 -0.664358 1.316 0.123 -1.593
H -2.707431 -1.526431 6.181882 -0.027 0.109 -0.219
C 4.702210 1.276522 -1.142806 1.171 0.273 0.025
H -4.002532 1.398854 8.275411 0.025 0.032 -0.242
H -4.492899 -0.585913 6.929315 -0.046 0.098 -0.119
H -0.872619 0.858936 5.405654 -0.158 -0.056 -0.277
H -3.395000 -0.167516 2.703809 0.097 0.087 0.268
H -0.006846 4.060852 -2.012834 -0.891 -2.257 0.804
O -2.006458 -2.486353 -4.877108 0.495 -0.075 2.839
H 3.573483 -2.240992 -0.060244 -0.680 -2.098 -1.309
H -4.010689 2.427927 6.846034 0.028 -0.016 0.007
H -2.875671 -2.427392 -4.379295 1.628 -0.293 -0.922
H -1.130027 4.631636 0.208933 0.882 -2.047 -0.139
Sb 0.883521 -0.304484 -3.373157 0.965 -0.480 -1.533
H 1.198957 1.304812 -5.781633 -1.416 -0.607 1.289
C 4.633285 1.117631 -2.772099 0.250 -0.176 -0.150
H -1.278748 -0.156330 1.531459 -0.294 -0.005 0.114
H 3.101910 -2.805223 -4.713087 -0.233 2.033 -1.027
H -5.672458 0.658180 6.575922 0.121 -0.112 -0.238
C 2.914033 -0.471127 -4.248957 1.881 -0.485 -1.057
C -2.520644 0.264927 3.206396 0.115 -0.356 -0.085
H 1.070949 -3.585589 -1.287491 1.876 1.452 -1.185
B -0.873170 -2.617388 -3.905730 0.745 1.033 -1.299
C -1.927442 1.103607 5.514557 -0.148 -0.222 0.208
C -0.606824 3.585740 0.131880 0.241 -0.140 -0.201
H -2.038025 0.158644 -3.639905 2.017 1.343 1.875
H 0.273585 -0.343595 4.141705 0.081 0.082 0.050
H -3.009654 -2.040348 4.494102 0.137 0.183 0.097
H 0.168113 1.141378 3.163954 0.062 -0.077 0.003
H -2.006190 0.209545 7.483989 0.023 0.050 -0.030
H -1.814789 -1.256652 -0.911347 1.204 2.351 -0.173
H 2.419876 -1.760819 -6.194284 1.146 -0.125 2.066
O 0.432965 -2.064636 -4.295960 -4.144 -2.841 1.707
C -1.269279 -0.388814 2.604738 -0.018 -0.106 0.041
H -1.366155 -1.542076 5.023246 -0.161 0.071 -0.094
H 3.044336 0.481884 -4.956359 -0.300 -1.923 1.600
H -0.594435 1.469028 -5.097495 1.925 -1.404 -0.413
H 0.561309 -0.801116 -6.809939 -0.855 0.708 0.812
H -1.345275 -1.481054 2.663355 -0.092 0.147 -0.057
C 3.122979 -1.769934 -5.255695 1.250 0.530 -0.302
H 1.712145 2.554911 -0.770413 -1.749 -1.102 -0.901
C -4.265117 0.344504 4.980919 0.408 -0.123 0.133
H -2.321173 0.730184 -0.869700 -0.084 -2.346 -1.426
H -4.497367 1.302009 4.499065 0.197 -0.196 0.016
H 4.883613 0.216301 -0.625324 -0.632 2.264 -1.149
C -4.613600 0.399755 6.463626 -0.018 -0.072 0.139
```
Forces are in eV/Å.

lowest unoccupied orbital energy = -0.876 eV
HOMO = -0.20451 hartree
electronic energy = -45260.073 eV
net charge = 0

A molecular structure, C26H50Cl2LaN3O5Si at a distorted geometry, computed with wB97M-V/def2-TZVPD.

XYZ file:
```
88
Properties=species:S:1:pos:R:3:forces:R:3
H -1.180672 8.322956 -5.684325 -0.174 -0.159 0.163
H -1.740118 4.751487 0.781344 -0.199 -0.161 0.024
H 3.066368 9.772718 -6.319259 -0.083 -0.384 0.149
H 1.571950 6.644806 -0.390436 -0.104 0.112 -0.084
Cl -2.035857 2.874514 -2.474462 -0.446 -1.011 0.286
C 5.069901 2.115646 -3.224090 -0.001 -0.074 -0.153
H -4.705576 2.184449 1.632105 0.137 0.223 0.057
C 1.749914 9.042600 -4.772568 -0.360 -0.197 0.111
C 1.285405 -3.700601 2.851641 -0.036 0.131 -0.263
C 0.201894 -3.028387 -3.272525 -0.077 -0.093 -0.159
H -3.857645 7.987182 -6.518719 -0.033 -0.035 0.177
O -0.300469 5.486332 -3.462596 0.427 0.319 0.332
H 5.591108 2.929717 -0.831949 -0.110 -0.009 0.161
H 1.421390 7.770383 -1.755773 -0.097 -0.131 0.184
C -4.028368 2.810850 2.228589 0.087 -0.131 0.041
H 1.603979 -1.687632 4.571463 0.015 0.163 -0.109
H 3.413589 5.031563 -2.580858 -0.082 -0.024 -0.130
H 0.665060 -2.892665 -1.213839 0.129 -0.034 -0.009
H -3.780250 5.941009 -4.452246 0.136 -0.267 -0.067
H -0.273265 4.976751 -5.430067 0.286 0.065 -0.092
H -0.571574 -2.724657 -3.986133 0.085 -0.058 0.079
H 0.623750 3.212318 -2.188479 -0.028 0.261 0.590
C -2.021303 7.679729 -5.430654 0.440 -1.146 0.074
C -1.849346 2.124187 1.472589 0.146 0.107 -0.768
H -1.927318 1.388427 2.281200 -0.075 -0.151 -0.077
H 0.323881 -4.118000 -3.307233 -0.046 0.129 -0.043
C 1.486073 6.738560 -6.341903 -0.291 0.300 0.341
H -0.423807 3.990361 -0.934329 0.487 -0.097 -0.190
C -2.886618 5.414676 -4.816668 -0.263 -0.279 0.290
H 0.563705 -4.195561 2.192793 0.174 0.036 0.182
H 2.994938 0.598887 -2.997434 0.059 0.017 0.225
Si 0.969126 5.394613 -2.383209 -0.436 0.151 -0.972
H 1.876637 9.905550 -4.115406 -0.048 -0.113 -0.349
C -0.371425 5.890511 -4.830854 -0.135 -0.192 0.149
H 6.119436 2.212589 -2.926522 -0.171 -0.143 -0.142
C -1.793547 6.403505 -5.064041 0.445 1.075 -0.090
C 0.836471 8.047221 -4.402677 0.399 0.180 -0.330
H -1.518721 -2.938585 -0.249269 -0.066 -0.056 -0.141
C 1.957848 -1.435189 3.565748 0.021 -0.084 0.089
C 2.330083 7.775940 -6.749088 -0.034 -0.063 -0.068
C -3.364503 8.296498 -5.588538 -0.223 0.518 -0.201
C 4.523078 2.704123 -0.840732 0.069 0.064 -0.088
H -1.433846 -4.276984 -1.418666 -0.055 0.035 0.005
N -2.782640 3.076037 1.514381 0.329 -0.350 0.081
C 2.446183 8.939247 -5.977947 0.053 -0.173 0.045
H 2.887262 7.677320 -7.685521 -0.152 0.078 0.352
H -4.522848 3.757606 2.445672 0.078 -0.146 0.098
H 1.375997 5.808062 -6.912353 0.136 0.470 0.114
H 0.185784 8.178652 -3.533868 0.329 -0.084 -0.307
H 2.286993 -4.113320 2.662793 -0.202 0.098 0.034
H 1.321913 3.684446 -0.560359 0.049 0.138 -0.165
O 2.347467 1.116668 -1.110660 1.307 -0.166 -0.692
H 1.775816 -0.381277 3.349806 0.041 -0.199 -0.002
H 1.025682 -3.897228 3.897819 -0.049 0.014 -0.219
C 2.574873 5.047784 -3.291800 0.248 0.216 -0.025
C -1.429562 -3.188207 -1.314411 -0.204 -0.117 0.049
H -3.170937 4.900330 -5.751433 0.127 0.144 0.250
H 3.963001 3.648876 -0.868765 0.077 -0.250 0.017
N 1.250278 -2.263797 2.604496 0.144 0.076 0.049
H 2.801579 5.801371 -4.058682 -0.018 -0.171 0.262
H -4.039449 8.101800 -4.745616 0.122 -0.043 -0.212
H 2.511307 4.068962 -3.790206 -0.085 0.149 0.151
H 4.769340 3.032210 -3.753761 0.015 -0.237 0.225
C 0.594358 3.935198 -1.340520 0.014 -0.474 -0.074
O -0.271033 -1.185352 -1.814399 0.002 -0.167 0.189
H 0.298505 -2.518490 0.803820 0.150 0.398 0.305
H -3.507303 4.930818 0.980412 0.195 -0.008 -0.117
C 0.980578 6.883537 -1.285786 0.388 0.507 0.262
H -2.303962 -2.762871 -1.816310 0.087 -0.125 -0.051
H 4.942448 1.260730 -3.901666 0.107 0.294 0.186
N 4.264080 1.896273 -2.029197 -0.164 0.102 0.179
H -2.593278 4.643636 -4.079478 -0.143 0.453 -0.414
La -0.037829 0.946621 -1.381180 -0.849 0.054 -0.925
H -3.804230 2.286220 3.157206 -0.101 0.043 0.049
C 3.172313 1.149182 -2.065599 -0.589 0.222 0.419
C 0.742466 -1.745690 1.470265 -0.196 0.745 -0.610
H -3.205104 9.375282 -5.660523 -0.337 0.008 0.034
H 4.236153 2.136212 0.051200 0.096 0.206 -0.243
H 1.145516 -2.564164 -3.577624 -0.157 -0.033 0.021
Cl 0.807557 1.515608 -4.042157 0.259 -0.119 0.123
O 0.744381 -0.542782 1.159761 0.007 -1.152 0.384
C -2.710695 4.256098 0.659678 -0.069 0.042 -0.570
C -0.160562 -2.567914 -1.870908 0.118 0.200 0.124
O -0.948984 2.028030 0.611909 -0.820 0.517 1.473
H -0.040673 7.123178 -0.963629 0.147 -0.049 -0.081
C 0.702280 6.901947 -5.190883 -0.251 -0.128 -0.221
H -2.836689 3.988321 -0.403650 0.055 0.104 0.338
H 3.035291 -1.647066 3.535178 -0.161 0.120 -0.067
```
Forces are in eV/Å.

lowest unoccupied orbital energy = 0.159 eV
HOMO = -0.29010 hartree
electronic energy = -76270.455 eV
net charge = 0
energy above the lowest of the compared OMol25 structures with the same formula, charge and spin = 0.000 eV

2 unconnected molecules or ions with the total composition H3NO4P at a distorted geometry, computed with wB97M-V/def2-TZVPD.

XYZ file:
```
9
Properties=species:S:1:pos:R:3:forces:R:3
H -0.709848 -0.976116 -1.098115 0.179 0.009 0.865
O 1.837486 0.138666 -1.472151 -0.435 -0.021 1.903
H 0.663757 1.597645 -0.565860 0.281 0.303 0.309
O 0.876074 2.009223 0.307738 -0.804 0.678 -0.622
N -0.609483 -1.153589 -0.071820 2.667 0.950 -0.663
O 1.580025 0.984787 0.982023 0.198 -0.616 0.005
H -0.252824 -2.113056 -0.088051 -0.089 -0.076 0.167
O 2.752209 -1.220659 0.611493 -1.497 0.831 -0.313
P 1.762719 -0.286183 -0.016692 -0.500 -2.059 -1.651
```
Forces are in eV/Å.

lowest unoccupied orbital energy = 4.099 eV
HOMO = -0.16653 hartree
electronic energy = -19017.437 eV
net charge = -1
energy above the lowest of the compared OMol25 structures with the same formula, charge and spin = 2.376 eV

C6H8S in the gas phase at a distorted geometry, computed with wB97M-V/def2-TZVPD.

XYZ file:
```
15
Properties=species:S:1:pos:R:3:forces:R:3
H -0.930881 -2.792321 -1.057791 -0.079 -0.266 -0.286
H 1.234048 1.010256 -1.114943 0.157 0.164 -0.143
H 0.931650 -2.721201 0.641754 -0.012 0.279 -0.061
S 0.537043 1.927901 0.911478 -0.130 -0.119 0.126
H 2.150232 -0.608841 0.598416 -0.487 0.009 -0.207
C 0.474334 -1.823929 0.221807 -0.565 -0.066 -0.277
H -2.481719 -0.796287 -1.377073 0.416 0.084 0.188
H -1.600792 -2.347260 0.500048 0.415 0.233 -0.612
C -0.933829 -1.990445 -0.329882 0.190 0.037 1.231
C 0.555931 0.607832 -0.367971 -0.149 -0.530 0.269
C -1.482700 -0.736814 -0.925608 0.183 0.751 -0.292
C -0.805293 0.422366 -0.967356 -0.193 -1.379 0.341
H -1.237984 1.275197 -1.430833 -0.331 0.624 -0.290
H -0.304351 1.292356 1.756123 0.167 0.101 -0.201
C 1.132742 -0.672065 0.185785 0.418 0.078 0.212
```
Forces are in eV/Å.

lowest unoccupied orbital energy = 0.966 eV
HOMO = -0.32966 hartree
electronic energy = -17186.053 eV
SMILES string = SC1C=CCC=C1
net charge = 0
energy above the lowest of the compared OMol25 structures with the same formula, charge and spin = 0.418 eV

2 unconnected molecules or ions with the total composition C6H17N4O at a distorted geometry, computed with wB97M-V/def2-TZVPD.

XYZ file:
```
28
Properties=species:S:1:pos:R:3:forces:R:3
C -0.166907 -1.449305 0.078187 -1.028 -1.648 2.027
H 3.094633 0.641728 2.279621 1.903 0.325 1.263
H 0.898826 2.178793 -2.857499 4.551 0.774 -1.595
H -1.345551 -2.252269 1.811599 1.661 -0.129 -0.496
N 2.134218 0.720493 2.111763 -1.141 -1.671 -3.438
O 0.687303 2.206657 -0.383796 2.349 -0.161 2.225
H -0.828064 -3.543510 0.870762 1.174 -0.214 -0.298
H -1.577170 0.147160 -2.200409 -1.056 0.188 0.114
H -0.666911 1.895798 -3.209226 -0.455 0.101 0.077
N 0.547370 -0.367946 0.696932 2.618 -4.969 -0.068
H 0.187509 -1.987572 -0.809789 1.274 0.289 0.182
C 1.814109 -0.422479 1.327743 -2.041 1.451 1.774
C -1.706309 1.770156 -0.818625 3.322 -0.860 2.335
H 0.390280 -2.642210 2.054024 -0.370 -0.550 -0.577
H 2.144874 -2.554942 1.399366 0.416 2.336 -0.493
C -2.379953 0.714606 -1.668764 1.903 1.047 -0.395
C -0.390442 -2.631230 1.282024 -2.641 2.182 0.294
H 3.423588 -1.425875 1.768259 0.501 -0.313 0.357
H 0.379939 0.547344 0.612407 -2.359 5.022 -0.788
H -1.189284 -1.222916 -0.239175 0.366 0.953 0.348
N 0.043737 2.049854 -2.517785 -3.410 -0.450 1.498
C -0.182605 2.079607 -1.200688 -4.698 -0.857 -2.133
H 1.932226 1.694064 1.781413 -0.334 -1.139 -0.021
H -2.216946 2.669166 -0.592074 -0.721 1.113 -0.494
H -3.057866 1.222736 -2.314571 -0.651 -0.330 -0.823
H -2.851713 0.117262 -0.952396 -1.286 -1.269 0.390
H -1.600394 1.379687 0.252056 0.008 0.307 -1.142
N 2.481503 -1.534858 1.438641 0.145 -1.531 -0.123
```
Forces are in eV/Å.

lowest unoccupied orbital energy (spin up / spin down) = -7.912 / -13.217 eV
HOMO (spin up / spin down) = -0.65115 / -0.63631 hartree
electronic energy = -14485.406 eV
spin multiplicity = 2
net charge = +2
energy above the lowest of the compared OMol25 structures with the same formula, charge and spin = 2.788 eV